19
Properties=species:S:1:pos:R:3 method="wB97M-V/def2-TZVPD" de_lowest_ev=4.302 homo_lumo_gap_ev="6.3029 / 7.5918" spin_multiplicity=1 homo_energy_ev="-6.690 / -6.913" lumo_ha="-0.01422 / 0.02496" total_charge=0
C 0.9871 -2.2379 -1.1707
C 1.3683 -2.0555 -2.4124
C -0.1977 2.1554 2.7494
C -0.8701 1.7642 -0.7713
N -1.1276 -0.9845 0.3233
N -0.3015 1.0120 2.0527
Si -0.0064 0.4791 0.4820
H 0.3132 -2.9895 -0.9576
H 1.3927 -1.7396 -0.3343
H 1.3877 -2.9119 -3.2600
H 0.0372 2.0388 3.7956
H 2.1741 -1.3802 -2.5712
H -0.1120 3.1350 2.2979
H -0.1601 2.6877 -0.8155
H -0.9175 1.3278 -1.7238
H -1.8595 2.1539 -0.3712
H -0.8475 -1.8715 0.5834
H -1.2225 -0.9230 -0.6471
H -0.0377 0.3394 2.7508

=====

114
Properties=species:S:1:pos:R:3 method="wB97M-V/def2-TZVPD" homo_lumo_gap_ev=5.4256 spin_multiplicity=1 homo_energy_ev=-4.464 lumo_ha=0.03534 total_charge=-1
C 2.7577 2.6878 1.7204
C 2.5478 1.8449 2.9729
C 1.1621 2.0089 3.6070
O 0.2427 1.0236 3.2465
C -0.0865 1.0750 1.8288
Nb -1.9482 -0.0962 1.2603
C -0.8424 -1.9561 2.0384
C -0.0126 -2.6744 1.0438
N 0.9030 -2.1328 0.3693
C -2.9555 0.1899 3.3017
C -4.4511 -0.2022 3.4041
O -5.2757 0.9651 3.3672
P -3.1178 1.8998 0.1917
C -2.7929 1.7869 -1.6478
C -2.3359 3.5266 0.5955
C -2.5253 3.9511 2.0555
H 2.3670 2.1403 0.8754
H 2.1799 3.5968 1.7598
H 3.8004 2.8867 1.5141
H 3.3160 2.1047 3.6895
H 2.6492 0.8010 2.7160
H 1.2801 1.9740 4.6839
H 0.7733 3.0051 3.3871
H -0.0944 2.1269 1.5309
H 0.7333 0.5993 1.2934
H -1.2532 -0.4694 -0.3890
H -3.3343 -1.2167 0.7675
H -0.1629 -1.6775 2.8367
H -1.5672 -2.6857 2.3768
H -0.1881 -3.7416 0.8844
H 1.3380 -2.8378 -0.2235
H -2.4261 -0.5110 3.9435
H -2.7848 1.1712 3.7391
H -4.6918 -0.9102 2.6251
H -4.5897 -0.6653 4.3708
H -4.7076 1.6638 3.0209
H -3.2217 0.8953 -2.0680
H -3.1487 2.7089 -2.1032
H -1.7201 1.7906 -1.7511
H -2.8247 4.2643 -0.0316
H -1.2931 3.5797 0.3156
H -1.5858 4.2948 2.4573
H -2.8778 3.1309 2.6664
H -3.2280 4.7618 2.1469
C 0.1533 -7.3956 -0.9444
N 0.1920 -5.9075 -0.9417
O 1.2804 -5.3650 -1.0098
O -0.8741 -5.3355 -0.8694
H 1.1696 -7.7640 -1.0131
H -0.3162 -7.7119 -0.0169
H -0.4366 -7.7038 -1.8020
C -2.9151 1.8852 -5.6422
N -2.4181 3.2056 -5.1695
O -3.2348 4.0803 -4.9744
O -1.2146 3.3170 -5.0165
H -3.9929 1.9334 -5.7363
H -2.4478 1.6922 -6.6016
H -2.6234 1.1416 -4.9056
C 4.2956 6.7107 1.6995
N 3.5749 6.2481 2.9175
O 2.7503 6.9970 3.4062
O 3.8598 5.1464 3.3382
H 3.9414 7.7033 1.4487
H 5.3556 6.7213 1.9350
H 4.0842 6.0067 0.8991
C 1.0102 1.9871 -8.0437
N -0.0327 1.0146 -8.4750
O 0.3262 -0.0768 -8.8703
O -1.1863 1.3874 -8.3958
H 1.9824 1.5252 -8.1644
H 0.9112 2.8676 -8.6706
H 0.8129 2.2318 -7.0031
C -3.3944 -5.0440 2.1679
N -2.7829 -6.2744 1.5969
O -2.0490 -6.9284 2.3230
O -3.0416 -6.5418 0.4487
H -3.0706 -4.9436 3.1965
H -3.0586 -4.2001 1.5728
H -4.4722 -5.1591 2.1059
C 1.7218 -3.1118 -8.1760
N 2.3294 -4.3399 -8.7618
O 3.0257 -5.0279 -8.0427
O 2.0841 -4.5672 -9.9304
H 2.0245 -3.0383 -7.1384
H 2.0798 -2.2640 -8.7509
H 0.6444 -3.2061 -8.2644
C 3.4037 3.0060 -2.4847
N 4.0967 4.2165 -1.9636
O 4.8145 4.8339 -2.7191
O 3.8956 4.5000 -0.7964
H 3.6859 2.8740 -3.5215
H 3.7230 2.1620 -1.8794
H 2.3350 3.1725 -2.3819
C 7.4295 2.9083 0.3357
N 6.8154 2.4063 -0.9241
O 6.9219 3.0909 -1.9237
O 6.2345 1.3412 -0.8625
H 7.9026 3.8608 0.1300
H 6.6312 3.0135 1.0649
H 8.1544 2.1686 0.6608
C 1.1385 -6.8264 3.9246
N 1.7708 -8.0516 3.3616
O 2.5067 -8.6959 4.0842
O 1.5071 -8.3248 2.2082
H 1.4696 -6.7122 4.9494
H 1.4518 -5.9843 3.3144
H 0.0618 -6.9617 3.8689
C -6.2849 0.0652 6.2053
N -6.9416 -0.2605 7.5041
O -7.7451 0.5338 7.9543
O -6.6287 -1.3100 8.0334
H -6.6575 1.0172 5.8523
H -5.2155 0.1090 6.3820
H -6.5313 -0.7271 5.5078

=====

11
Properties=species:S:1:pos:R:3 method="wB97M-V/def2-TZVPD" de_lowest_ev=6.552 homo_lumo_gap_ev=8.8676 spin_multiplicity=1 homo_energy_ev=-9.584 lumo_ha=-0.02632 total_charge=0
C 0.7962 0.3280 1.9082
C 0.0551 0.5091 -0.1795
C -0.3125 0.8079 -1.4944
C -0.4741 1.2283 -2.5407
H -1.6691 -2.3050 0.2743
H 1.3238 0.2909 2.7856
H -1.0185 1.4533 -3.3831
N -0.0465 -0.7870 0.2702
N 0.5653 -0.8873 1.4253
N 0.4513 1.3361 0.9082
O -0.7269 -1.7889 -0.5080

=====

57
Properties=species:S:1:pos:R:3 method="wB97M-V/def2-TZVPD" de_lowest_ev=0.000 homo_lumo_gap_ev=4.5854 spin_multiplicity=1 homo_energy_ev=-1.592 lumo_ha=0.11001 total_charge=-1
Bi -0.2739 0.1918 -0.5035
C 2.7405 -1.7243 -0.7655
Si 2.8374 -0.7212 0.8239
C 4.3542 0.3789 0.7336
C 3.0306 -1.9122 2.2603
N 1.3819 0.2168 0.9696
C 1.0551 1.0699 1.9665
C 1.8303 1.3780 3.1009
C 1.4008 2.2823 4.0856
C 0.1705 2.9167 3.9710
C -0.6256 2.6415 2.8679
C -0.1869 1.7387 1.8933
F -1.0141 1.5235 0.8532
H 3.6431 -2.3297 -0.8914
H 2.6462 -1.0655 -1.6340
H 1.8773 -2.3964 -0.7471
H 5.2470 -0.2223 0.5353
H 4.5197 0.9233 1.6668
H 4.2536 1.1098 -0.0746
H 3.8931 -2.5659 2.0971
H 2.1427 -2.5439 2.3602
H 3.1844 -1.3881 3.2071
H 2.8007 0.9160 3.2489
H 2.0420 2.4802 4.9385
H -0.1627 3.6148 4.7298
H -1.5912 3.1156 2.7422
B -3.0528 -1.8673 -0.5035
N -2.1865 -1.9719 0.7411
C -2.3618 -2.7811 1.8646
C -1.3523 -2.4503 2.7528
C -0.5897 -1.4611 2.1237
N -1.0921 -1.2250 0.9406
N -2.1864 -1.9719 -1.7481
C -2.3618 -2.7812 -2.8716
C -1.3523 -2.4503 -3.7598
C -0.5897 -1.4611 -3.1307
N -1.0921 -1.2250 -1.9476
H -3.9201 -2.6876 -0.5035
H -3.5497 -0.7859 -0.5035
H -3.1482 -3.5135 2.0092
H -1.1943 -2.8810 3.7308
H 0.2984 -0.9840 2.5282
H -3.1482 -3.5135 -3.0162
H -1.1943 -2.8810 -4.7378
H 0.2984 -0.9840 -3.5352
C -2.1014 3.5180 -3.7755
C -0.8540 3.7133 -3.1817
C -0.3616 2.7765 -2.2731
C -1.1145 1.6473 -1.9590
C -2.3600 1.4519 -2.5516
C -2.8550 2.3870 -3.4605
H -2.4861 4.2474 -4.4837
H -0.2666 4.5941 -3.4267
H 0.6081 2.9205 -1.8064
H -2.9399 0.5688 -2.3007
H -3.8267 2.2344 -3.9227
H 1.1359 0.1918 -1.7258

=====

12
Properties=species:S:1:pos:R:3 method="wB97M-V/def2-TZVPD" de_lowest_ev=4.930 homo_lumo_gap_ev=9.2266 spin_multiplicity=1 homo_energy_ev=-8.957 lumo_ha=0.00990 total_charge=0
C -0.8629 -0.9454 -0.3029
C 0.0939 0.0963 0.1665
C -0.3874 1.7318 0.2394
O -0.1200 0.8172 1.3137
C 1.5814 -0.2319 0.1209
O 1.9889 -1.3234 -0.1825
H -0.7459 -1.8024 0.3590
H -1.8835 -0.5697 -0.2486
H -0.6514 -1.2750 -1.3263
H 0.2077 1.2476 -0.6664
H -1.4679 1.6786 0.0411
H 2.2472 0.5764 0.4862